Entry from OMol25: a single C5H8O molecule (ωB97M-V/def2-TZVPD).

## Properties
* HOMO: -0.3690 Ha
* energy relative to the best compared isomer or geometry (same formula, charge and spin): 3.281 eV
* total charge: 0
* LUMO level: 1.00 eV
* SMILES: C#C[C@@H](C)CO
* gap between HOMO and LUMO: 11.041 eV

Cartesian coordinates (Å):
C1 1.56919 -1.02050 0.57971
C2 0.41037 -0.52420 -0.13218
C3 -0.88685 -0.64309 0.69452
C4 0.55380 0.97496 -0.37942
C5 0.53863 2.09521 -0.88313
H1 1.67457 -0.58324 1.64538
H2 2.55800 -0.81513 0.18634
H3 1.43361 -2.00241 0.74825
H4 0.14494 -0.91132 -1.23124
H5 -1.19273 -1.69923 1.06160
H6 -0.94448 0.14196 1.53697
H7 -1.86978 0.50556 -0.53843
H8 0.71429 3.06692 -1.44905
O1 -1.95366 -0.37468 -0.15461